[1]
A cluster of 2 separate species, C8H17N2O in total at a distorted geometry. Source: OMol25; level of theory: ωB97M-V/def2-TZVPD.

Structure (XYZ):
```
28
Properties=species:S:1:pos:R:3:mulliken_charge:R:1
O -2.058 -0.697 0.963 -0.29
N 1.371 0.696 0.673 -0.20
N -1.377 0.100 0.088 -0.21
C 2.273 1.635 1.234 -1.29
C 1.627 -0.423 -0.054 0.54
C 3.116 -0.852 -0.235 -1.66
C -1.103 1.796 -1.596 -1.19
C -3.492 -0.677 1.180 -0.65
C 0.084 -2.480 -0.542 -1.01
C -1.931 0.963 -0.648 0.22
C 0.805 -1.289 -0.553 0.73
H 1.797 2.257 1.995 0.35
H 3.653 -0.001 -0.599 0.47
H -0.184 2.102 -1.260 0.30
H -0.943 1.316 -2.634 0.24
H -3.461 -0.943 2.222 0.25
H 3.574 -1.202 0.646 0.40
H 0.167 -3.238 0.319 0.30
H 0.021 -2.947 -1.464 0.38
H -0.915 -2.160 -0.632 0.33
H 3.086 1.213 1.624 0.47
H 3.292 -1.423 -1.091 0.45
H -3.030 1.221 -0.876 0.26
H -3.943 -1.410 0.665 0.30
H -3.861 0.385 0.928 0.31
H -1.554 2.739 -1.687 0.44
H 2.540 2.299 0.522 0.45
H 0.445 1.019 0.811 0.31
```

Calculated values
Net charge: +1
LUMO level in eV: -4.548
Relative energy (zero: lowest compared OMol25 entry of this formula, charge and spin) in kcal/mol: 156.4
F_max in eV/Å: 5.152

***

[2]
A structure of composition C8H17N2O at a distorted geometry. Source: OMol25; level of theory: ωB97M-V/def2-TZVPD.

Structure (XYZ):
```
28
Properties=species:S:1:pos:R:3:mulliken_charge:R:1
O 2.263 1.531 -0.612 -0.73
N 3.437 -0.392 -0.867 -0.40
N 0.234 1.827 0.900 -0.24
C -1.175 0.047 1.671 -1.75
C -0.643 0.401 -0.862 0.11
C -0.273 -0.974 -1.515 -1.26
C -0.175 0.481 0.617 0.54
C 2.428 0.332 -0.365 0.88
C 1.967 -1.370 1.314 -1.18
C -2.215 0.388 -0.943 -1.39
C 1.629 -0.293 0.664 0.34
H -0.398 1.311 -1.329 0.61
H -1.115 -1.669 -1.372 0.34
H 0.568 -1.472 -1.080 0.43
H -2.234 0.678 -2.044 0.40
H 0.522 1.911 1.957 0.42
H 1.363 -1.838 2.069 0.32
H 4.051 0.226 -1.478 0.31
H -2.138 0.603 1.602 0.38
H 3.838 -1.103 -0.352 0.17
H 2.962 -1.912 1.151 0.19
H 0.142 -0.862 -2.586 0.29
H -2.571 -0.596 -0.557 0.43
H 1.099 2.142 0.280 0.33
H -0.808 0.236 2.703 0.45
H -0.416 2.597 0.688 0.38
H -1.421 -1.057 1.600 0.35
H -2.674 1.190 -0.263 0.27
```

Calculated values
Net charge: +1
LUMO level in eV: -3.245
Relative energy (zero: lowest compared OMol25 entry of this formula, charge and spin) in kcal/mol: 52.4
F_max in eV/Å: 4.748

***

[3]
A cluster of 2 separate species, C8H17N2O4P in total at a distorted geometry. Source: OMol25; level of theory: ωB97M-V/def2-TZVPD.

Structure (XYZ):
```
32
Properties=species:S:1:pos:R:3:mulliken_charge:R:1
P -1.730 0.399 -0.802 1.05
O -2.588 -0.847 -1.404 -0.40
O -1.386 0.078 0.714 -0.38
O -2.265 1.753 -0.969 -0.76
O 1.266 -1.715 -0.184 -0.56
N 0.315 0.853 -2.734 -0.59
N 2.512 0.188 -0.176 -0.02
C 1.524 -0.619 -0.526 0.89
C -0.051 0.329 -1.636 -0.06
C -1.720 1.145 1.752 -0.40
C -2.514 -2.915 -0.062 -0.95
C -0.380 1.846 1.853 -1.00
C -2.203 -2.185 -1.378 -0.20
C 2.789 1.553 -0.614 -0.87
C 3.457 -0.175 0.866 -0.96
H 4.481 -0.038 0.678 0.33
H -1.736 -2.580 0.664 0.19
H -0.469 2.538 2.617 0.55
H 3.118 0.477 1.748 0.36
H -2.340 -3.991 0.001 0.41
H 3.699 1.397 -1.093 0.41
H -0.491 1.285 -3.167 0.26
H 3.302 -1.278 1.226 0.24
H -2.690 -2.640 -2.204 0.43
H 2.974 2.171 0.380 0.24
H -0.081 2.349 0.922 0.22
H -2.367 1.908 1.303 0.34
H 0.270 1.074 2.190 0.19
H -2.010 0.645 2.616 0.40
H -1.027 -2.366 -1.690 0.14
H -3.522 -2.521 0.345 0.25
H 1.864 1.880 -1.239 0.28
```

Calculated values
LUMO level in eV: 0.774
Relative energy (zero: lowest compared OMol25 entry of this formula, charge and spin) in kcal/mol: 85.0
F_max in eV/Å: 4.828

***

[4]
A cluster of 2 separate species, C8H17N3Si in total at a distorted geometry. Source: OMol25; level of theory: ωB97M-V/def2-TZVPD.

Structure (XYZ):
```
29
Properties=species:S:1:pos:R:3:mulliken_charge:R:1
Si -1.388 -0.139 0.253 0.19
N 2.353 0.372 -0.616 0.40
N 4.404 0.726 -0.260 -0.53
N 3.278 1.324 -0.466 -0.45
C 2.943 -0.866 -0.549 -0.24
C 4.197 -0.577 -0.244 -0.38
C -3.227 -1.898 -1.246 -1.30
C -0.293 2.298 -1.215 -0.73
C -1.953 -1.935 -0.401 -0.40
C -0.622 0.755 -1.088 -0.56
C -1.143 0.100 2.172 -0.86
C -0.060 1.055 2.666 -0.82
H -0.605 2.855 -0.371 0.30
H -0.952 -0.846 2.508 0.46
H 2.438 -1.746 -0.495 0.41
H 0.620 0.855 3.523 0.33
H 4.948 -1.333 -0.090 0.39
H 0.869 2.467 -1.151 0.24
H 0.727 1.181 1.927 0.15
H -1.147 -2.159 -1.155 0.26
H -2.142 -2.735 0.415 0.37
H -3.160 -1.242 -2.077 0.36
H -0.604 2.604 -2.247 0.28
H 1.257 0.496 -0.752 0.38
H -0.904 0.162 -2.026 0.25
H -2.049 0.458 2.479 0.53
H -3.296 -2.875 -1.690 0.38
H -4.059 -1.514 -0.681 0.36
H -0.430 2.157 2.876 0.23
```

Calculated values
SMILES: CC=[Si](CC)CC.c1c[nH]nn1
LUMO level in eV: -0.208
Relative energy (zero: lowest compared OMol25 entry of this formula, charge and spin) in kcal/mol: 101.5
F_max in eV/Å: 3.801

***

[5]
The ion C8H17N4 with charge +1 at a distorted geometry. Source: OMol25; level of theory: ωB97M-V/def2-TZVPD.

Structure (XYZ):
```
29
Properties=species:S:1:pos:R:3:mulliken_charge:R:1
N -2.582 0.827 0.688 0.82
N -0.539 -2.055 0.478 -0.05
N -3.454 1.175 1.548 -1.10
N 1.672 -1.364 1.111 -0.08
C 3.144 0.449 0.639 -0.32
C -2.288 -0.450 0.540 -0.65
C -1.206 -1.015 -0.321 0.95
C 0.607 -2.141 1.113 0.05
C -1.751 -1.689 -1.587 -1.48
C 3.554 1.684 -0.073 -1.21
C 1.997 -0.190 0.422 0.10
C -1.913 1.821 -0.165 -0.86
H -2.224 -0.946 -2.222 0.33
H -2.498 -2.435 -1.333 0.40
H -1.874 1.481 -1.199 0.30
H -0.950 -2.164 -2.148 0.42
H -1.188 -2.811 0.670 0.33
H 3.801 2.470 0.645 0.33
H 4.458 1.490 -0.654 0.32
H -0.903 2.017 0.208 0.32
H 0.703 -3.018 1.747 0.37
H 2.777 2.042 -0.743 0.32
H 2.426 -1.665 1.722 0.25
H -0.483 -0.253 -0.604 -0.45
H 1.294 0.163 -0.313 0.31
H -2.477 2.756 -0.129 0.34
H -3.665 2.168 1.522 0.24
H 3.847 0.064 1.368 0.30
H -2.873 -1.128 1.140 0.41
```

Calculated values
Net charge: +1
LUMO level (alpha / beta) in eV: -3.252 / -3.252
Relative energy (zero: lowest compared OMol25 entry of this formula, charge and spin) in kcal/mol: 47.7
F_max in eV/Å: 1.187

***

[6]
An isolated molecule of C8H17NO2S at a distorted geometry. Source: OMol25; level of theory: ωB97M-V/def2-TZVPD.

Structure (XYZ):
```
29
Properties=species:S:1:pos:R:3:mulliken_charge:R:1
S 2.743 0.785 0.185 1.02
O 3.492 1.079 -1.026 -0.68
O 2.925 -0.776 0.733 -0.58
N 0.708 -2.111 -0.250 -0.85
C -2.812 -1.078 -0.733 -1.99
C -1.327 -0.694 -0.648 2.46
C 1.132 1.101 -0.243 -0.71
C 3.650 1.280 1.737 -1.01
C -0.847 -0.354 -2.066 -1.87
C -1.256 0.489 0.305 -1.74
C 0.219 0.862 0.925 -0.29
C -0.495 -1.863 -0.123 -0.46
H 2.881 1.139 2.596 0.29
H -0.999 -2.473 0.548 0.45
H -1.784 -0.057 -2.640 0.42
H 0.509 0.038 1.576 0.36
H 1.281 -1.510 -0.837 0.33
H -0.422 -1.205 -2.512 0.39
H -0.091 1.740 1.635 0.32
H -3.383 -0.298 -0.567 0.55
H -1.483 1.479 -0.177 0.32
H -3.064 -1.598 -1.719 0.41
H -3.047 -1.907 0.022 0.36
H 4.483 0.673 1.924 0.39
H 1.256 2.041 -0.818 0.38
H -0.052 0.312 -2.016 0.50
H -2.009 0.375 1.116 0.45
H 3.985 2.380 1.688 0.31
H 2.246 -1.443 0.651 0.46
```

Calculated values
SMILES: [H]/N=C\C(C)(C)CCC=[S@](C)(=O)O
LUMO level in eV: 0.640
Relative energy (zero: lowest compared OMol25 entry of this formula, charge and spin) in kcal/mol: 112.4
F_max in eV/Å: 6.982

***

[7]
A cluster of 2 separate species, C8H17NO4S in total at a distorted geometry. Source: OMol25; level of theory: ωB97M-V/def2-TZVPD.

Structure (XYZ):
```
31
Properties=species:S:1:pos:R:3:mulliken_charge:R:1
S 3.759 -1.158 0.439 0.66
O 2.852 -1.587 -0.868 -0.46
O 4.958 -0.526 -0.093 -0.55
O 0.048 -0.982 -0.660 -0.87
O 2.887 0.155 1.008 -0.39
N -0.293 0.129 1.290 -0.11
C 3.141 1.369 0.355 -0.89
C -0.719 -0.538 0.218 0.21
C -3.132 0.309 0.638 -1.62
C 2.081 3.017 -1.186 -0.92
C -2.504 -1.008 -1.429 -1.82
C -2.231 -0.808 0.060 1.55
C -2.502 -2.152 0.832 -1.31
C 2.143 1.777 -0.688 0.43
H 0.702 0.390 1.585 0.21
H -2.856 0.496 1.663 0.54
H -2.030 -1.894 1.904 0.31
H 1.623 3.128 -2.146 0.31
H -4.069 -0.209 0.449 0.42
H -3.085 1.283 0.119 0.30
H -1.069 0.565 1.772 0.12
H -1.773 -1.637 -1.855 0.34
H 4.172 1.409 0.050 0.52
H -3.626 -2.281 0.942 0.36
H -1.921 -3.008 0.466 0.37
H -3.503 -1.441 -1.631 0.38
H 1.338 1.049 -0.983 0.07
H -2.373 -0.056 -1.785 0.53
H 1.840 -1.459 -0.786 0.53
H 2.926 3.674 -0.839 0.27
H 3.217 1.998 1.159 0.53
```

Calculated values
LUMO level in eV: 0.532
Relative energy (zero: lowest compared OMol25 entry of this formula, charge and spin) in kcal/mol: 12.1
F_max in eV/Å: 3.466

***

[8]
A cluster of 2 separate species, C8H17NSi in total at a distorted geometry. Source: OMol25; level of theory: ωB97M-V/def2-TZVPD.

Structure (XYZ):
```
27
Properties=species:S:1:pos:R:3:mulliken_charge:R:1
Si 0.075 0.957 -0.293 0.43
N -0.358 -0.324 0.674 0.29
C -2.659 -0.866 -0.125 -1.12
C 1.622 -1.698 1.314 -0.72
C 0.555 2.489 0.846 -1.32
C -1.229 -1.333 -0.050 -0.53
C 3.029 -0.195 -2.394 0.16
C 0.540 -0.708 1.760 -0.80
C -1.034 1.462 -1.763 -1.20
C 2.144 0.324 -1.789 -1.10
H -1.199 -2.281 0.498 0.50
H -2.873 -0.515 -1.062 0.34
H -0.073 -1.136 2.555 0.42
H 3.768 -0.575 -3.079 0.45
H 1.247 -2.763 1.590 0.29
H -3.171 -1.803 0.154 0.33
H 1.631 2.762 0.920 0.38
H -0.686 2.346 -2.302 0.39
H -1.192 0.644 -2.517 0.29
H 2.532 -1.463 1.988 0.26
H 0.260 2.230 1.857 0.38
H -1.956 1.841 -1.449 0.46
H -0.933 -1.532 -1.155 0.29
H -2.918 -0.024 0.514 0.29
H 1.041 0.169 2.315 0.29
H 1.778 -1.486 0.267 0.17
H 0.058 3.479 0.727 0.38
```

Calculated values
LUMO level (alpha / beta) in eV: 0.760 / 0.758
Relative energy (zero: lowest compared OMol25 entry of this formula, charge and spin) in kcal/mol: 79.9
F_max in eV/Å: 5.291

***

[9]
A cluster of 3 separate species, C8H18 in total at a distorted geometry. Source: OMol25; level of theory: ωB97M-V/def2-TZVPD.

Structure (XYZ):
```
26
Properties=species:S:1:pos:R:3:mulliken_charge:R:1
C -1.176 0.399 -1.076 -0.65
C 1.576 -1.034 0.518 -1.35
C -1.140 -1.551 0.452 -0.55
C 1.402 1.284 1.422 -1.59
C -2.291 1.126 -0.370 -0.91
C 2.266 0.883 -0.930 -1.62
C -1.863 -2.570 -0.005 -0.63
C 1.417 0.344 0.219 2.00
H 1.605 -1.383 1.542 0.36
H -2.779 -2.881 0.483 0.28
H -1.516 -0.396 -1.728 0.36
H -1.904 1.848 0.352 0.26
H 0.032 -1.503 0.296 0.24
H -2.908 1.680 -1.086 0.34
H -0.591 1.067 -1.707 0.40
H 0.941 2.237 1.151 0.36
H 2.414 1.490 1.783 0.40
H 1.883 1.849 -1.265 0.38
H -1.612 -3.088 -0.923 0.26
H 3.306 1.024 -0.626 0.41
H -2.954 0.435 0.151 0.30
H 2.252 0.201 -1.781 0.41
H 0.831 0.862 2.249 0.38
H 2.041 -1.699 -0.201 0.36
H 0.185 0.412 -0.283 -0.56
H -1.417 -1.036 1.365 0.36
```

Calculated values
LUMO level in eV: 0.057
Relative energy (zero: lowest compared OMol25 entry of this formula, charge and spin) in kcal/mol: 138.9
F_max in eV/Å: 2.300

***

[10]
A structure of composition C8H18AgF5NO13S3 at a distorted geometry. Source: OMol25; level of theory: ωB97M-V/def2-TZVPD.

Structure (XYZ):
```
49
Properties=species:S:1:pos:R:3:mulliken_charge:R:1
Ag 0.007 0.546 0.020 0.96
S 1.141 -1.682 3.022 0.98
S 2.522 -3.633 2.359 1.03
S -2.868 -1.309 -1.466 1.32
F -0.233 -1.483 3.810 -0.32
F -3.903 -2.454 -3.632 -0.26
F -2.122 -1.289 -4.036 -0.23
F 2.249 -5.122 1.754 -0.32
F -1.953 -3.230 -3.090 -0.24
O 1.273 0.470 -2.087 -0.18
O 3.037 -2.960 1.205 -0.56
O 2.097 -1.357 4.037 -0.64
O 1.657 2.169 0.878 -0.56
O -1.169 2.591 -0.450 -0.91
O -3.376 -2.406 -0.666 -0.74
O -1.114 4.573 -1.540 -0.86
O 0.627 3.959 -0.258 -0.83
O 0.978 -0.813 1.908 -0.03
O 3.420 -3.908 3.437 -0.62
O -3.802 -0.243 -1.714 -0.69
O -1.498 -0.929 -1.161 -0.42
O -2.167 1.014 1.432 -0.30
N 1.011 -3.276 2.686 -0.43
C -0.573 3.710 -0.755 0.37
C 2.972 2.526 1.187 -0.45
C -3.314 1.289 2.185 -0.46
C 1.136 -1.377 -3.627 -0.80
C -4.591 1.027 1.404 -0.95
C 3.810 1.272 1.353 -0.86
C -2.690 -2.110 -3.139 0.38
C 2.028 -0.529 -2.732 -0.34
H -3.275 2.307 2.602 0.36
H -3.291 0.607 3.045 0.22
H -2.098 1.673 0.693 0.39
H 3.931 0.682 0.447 0.17
H 0.399 -1.862 -2.985 0.08
H 1.112 1.210 -2.680 0.15
H 3.367 3.150 0.372 0.27
H 2.872 -0.098 -3.295 0.29
H 2.498 -1.172 -1.985 0.20
H -4.631 0.006 1.035 0.16
H 4.820 1.575 1.681 0.41
H 1.679 -2.111 -4.228 0.41
H 3.423 0.674 2.178 0.06
H -5.451 1.338 2.016 0.37
H -4.647 1.668 0.518 0.29
H 0.530 -0.759 -4.296 0.24
H 1.168 2.979 0.430 0.59
H 3.003 3.097 2.129 0.27
```

Calculated values
Net charge: -3
LUMO level in eV: 6.383
Relative energy (zero: lowest compared OMol25 entry of this formula, charge and spin) in kcal/mol: 0.0
F_max in eV/Å: 2.917

***

[11]
A cluster of 2 separate species, C8H18BFNO7S in total at a distorted geometry. Source: OMol25; level of theory: ωB97M-V/def2-TZVPD.

Structure (XYZ):
```
37
Properties=species:S:1:pos:R:3:mulliken_charge:R:1
S 3.235 1.462 -1.118 1.14
F 4.372 2.301 -0.492 -0.21
O -1.986 -3.915 0.538 -0.69
O 2.888 1.867 1.747 -0.59
O 3.303 0.130 -0.645 -0.54
O -1.842 -4.955 2.531 -0.74
O 0.811 1.573 -0.874 -0.09
O 3.232 1.698 -2.519 -0.61
O -1.584 0.593 -1.150 -0.36
N 1.934 2.338 -0.461 -0.08
C -0.805 -1.202 0.244 -0.76
C -0.756 2.409 1.550 -0.79
C -1.101 -0.768 -1.172 -0.17
C 0.631 3.075 1.754 -0.49
C -1.370 -6.222 0.583 -0.85
C 0.061 2.270 -1.852 -0.22
C -1.166 1.406 -2.206 -0.79
C -1.773 -4.900 1.284 0.56
B 1.843 2.385 1.036 0.47
H -0.703 1.341 1.378 0.08
H -1.836 -1.417 -1.643 0.46
H -1.984 2.103 -2.401 0.32
H 0.841 3.103 2.824 0.28
H -1.706 -1.152 0.847 0.31
H -0.106 -0.471 0.661 -0.12
H -0.241 3.260 -1.511 0.33
H -2.093 -7.003 0.827 0.24
H -0.982 0.830 -3.114 0.39
H 0.561 4.120 1.446 0.28
H -1.328 -6.102 -0.500 0.26
H -1.264 2.838 0.690 0.21
H -0.371 -2.190 0.281 0.35
H -0.161 -0.764 -1.729 0.18
H 2.552 1.478 2.557 0.31
H -1.378 2.617 2.418 0.40
H -0.390 -6.545 0.943 0.24
H 0.665 2.408 -2.752 0.30
```

Calculated values
Net charge: -1
LUMO level in eV: 2.121
Relative energy (zero: lowest compared OMol25 entry of this formula, charge and spin) in kcal/mol: 0.0
F_max in eV/Å: 1.695

***

[12]
A structure of composition C8H18CeClIO3PS at a distorted geometry. Source: OMol25; level of theory: ωB97M-V/def2-TZVPD.

Structure (XYZ):
```
34
Properties=species:S:1:pos:R:3:mulliken_charge:R:1
Ce -0.149 0.165 0.098 -0.11
I 0.791 0.225 2.835 0.21
Cl 0.818 2.385 -0.485 -0.14
S -2.711 1.058 0.459 1.04
P 2.367 -0.819 -0.476 1.03
O -1.092 -1.393 -2.291 -0.14
O -3.044 -0.116 -0.455 -0.54
O -0.948 -2.876 0.745 0.00
C 2.805 -0.559 -2.154 -1.27
C -2.576 0.695 2.291 -1.11
C -0.593 -1.819 0.454 0.19
C 3.504 0.064 0.578 -1.23
C -0.407 0.826 -2.993 -1.02
C -0.622 -0.295 -2.156 1.06
C 2.440 -2.540 -0.084 -1.30
C -4.290 1.821 0.526 -1.29
H 0.651 1.101 -3.078 0.35
H 2.187 -2.721 0.971 0.40
H -2.107 -0.271 2.449 0.39
H 2.786 0.509 -2.420 0.33
H 3.821 -0.946 -2.243 0.52
H 3.474 -2.829 -0.287 0.46
H 2.130 -1.103 -2.833 0.42
H 4.475 -0.064 0.101 0.49
H -1.981 1.501 2.749 0.39
H -4.989 1.035 0.846 0.44
H -4.250 2.646 1.170 0.49
H -4.513 2.095 -0.484 0.46
H -0.951 1.726 -2.681 0.43
H 1.753 -3.122 -0.719 0.41
H 3.255 1.135 0.669 0.36
H -0.780 0.486 -3.971 0.38
H 3.490 -0.377 1.583 0.42
H -3.572 0.691 2.677 0.49
```

Calculated values
Net charge: +3
LUMO level (alpha / beta) in eV: -15.179 / -15.332
F_max in eV/Å: 13.856